# 1
18
Properties=species:S:1:pos:R:3:mulliken_charge:R:1 method="wB97M-V/def2-TZVPD" relative_energy_kcal_mol=100.32 e_tot_ha=-3393.4038 charge=0
C 2.275 2.285 0.947 -0.350
C 1.064 1.731 1.326 -0.577
C 2.650 1.773 -0.291 -0.438
C 0.495 0.978 0.383 0.215
C -1.311 -1.798 -1.380 -0.338
C -0.908 -2.105 0.138 -0.075
C -2.049 -0.290 0.105 0.325
O -1.788 -0.480 -1.253 -0.266
O -1.982 -1.412 0.771 -0.294
S 1.486 0.651 -0.982 -0.098
Br -3.375 0.876 0.678 -0.083
H 3.111 2.881 1.496 0.255
H 0.431 1.887 2.228 0.334
H 3.479 2.029 -0.878 0.420
H -0.598 -1.905 -2.290 0.232
H -2.032 -2.487 -1.745 0.298
H -1.015 -3.101 0.452 0.380
H 0.066 -1.514 0.295 0.059

# 2
18
Properties=species:S:1:pos:R:3:mulliken_charge:R:1 method="wB97M-V/def2-TZVPD" s2=2.0107 spin_multiplicity=3 e_tot_ha=-3393.2753 charge=0
C 3.197 0.264 0.191 -0.312
C 3.674 -1.006 0.110 -0.530
C 1.809 0.280 0.127 0.145
C 1.272 -0.887 -0.038 0.069
C -2.688 0.190 -0.804 -0.198
C -2.443 0.996 0.452 -0.328
C -1.618 -1.121 0.558 -0.225
O -2.085 -1.038 -0.607 -0.158
O -1.593 -0.037 1.217 -0.115
S 2.380 -2.147 0.016 -0.249
Br 0.944 1.919 0.213 -0.166
H 3.881 1.106 0.090 0.346
H 4.726 -1.298 -0.013 0.416
H -3.789 0.059 -0.997 0.252
H -2.260 0.677 -1.697 0.273
H -1.923 1.853 0.317 0.208
H -3.320 1.144 1.230 0.233
H -0.164 -0.953 -0.364 0.343

# 3
22
Properties=species:S:1:pos:R:3:mulliken_charge:R:1 method="wB97M-V/def2-TZVPD" smiles="COc1ccccc1S12(=O)OS1(=O)(Cl)O2" e_tot_ha=-1903.5804 charge=0
C -2.128 -0.732 -1.320 -0.101
C -1.988 0.116 -0.284 -0.658
C -1.218 -1.705 -1.647 -0.686
C -0.810 0.003 0.469 0.556
C 0.193 -0.912 0.201 0.170
C -0.078 -1.890 -0.921 -0.417
C -0.935 2.152 1.684 -0.803
O 2.593 -1.624 0.397 -0.686
O 1.637 -0.872 2.454 -0.570
O 2.294 0.601 0.549 -0.198
O 2.151 -0.054 -1.837 -0.423
O -0.530 0.792 1.613 -0.389
S 1.668 -0.715 1.085 1.294
S 3.145 0.031 -0.815 0.672
Cl 3.528 2.012 -1.022 -0.251
H -3.055 -0.693 -1.981 0.274
H -2.686 0.908 -0.165 0.496
H -1.562 -2.298 -2.501 0.347
H 0.818 -2.523 -1.049 0.449
H -0.106 2.503 2.342 0.266
H -1.897 2.409 2.086 0.280
H -1.034 2.490 0.660 0.377

# 4
20
Properties=species:S:1:pos:R:3:mulliken_charge:R:1 method="wB97M-V/def2-TZVPD" smiles="N#CC[C@H](OC=C=N)[C@@H](O)C(=O)I" e_tot_ha=-903.7285 charge=0
C -1.577 -1.191 1.141 0.394
C 1.457 -1.139 1.697 0.051
C -1.714 0.124 1.028 -0.477
C 0.393 1.313 -0.962 0.054
C 0.514 0.904 0.536 0.207
C -0.778 0.789 -1.800 0.118
C 1.155 -0.512 0.484 -0.902
N -1.631 -2.272 0.581 -0.370
N 1.507 -1.603 2.729 -0.482
O -0.646 1.032 1.259 -0.434
O 1.678 1.038 -1.477 -0.521
O -1.864 1.257 -2.038 -0.457
I -0.232 -0.936 -3.046 -0.029
H -2.687 0.528 1.283 0.346
H 0.270 2.376 -0.985 0.443
H 1.306 1.375 1.046 0.533
H 2.066 -0.277 -0.005 0.608
H 0.575 -1.130 -0.176 0.296
H 1.857 1.538 -2.351 0.346
H -1.652 -3.215 1.056 0.276

# 5
23
Properties=species:S:1:pos:R:3:mulliken_charge:R:1 method="wB97M-V/def2-TZVPD" relative_energy_kcal_mol=4.64 e_tot_ha=-1031.7374 charge=+1
O -3.028 -3.464 2.161 -0.117
C -3.853 -3.466 1.393 0.117
Mg -0.894 -0.120 -0.865 1.015
C -0.847 1.809 -2.709 0.144
O -0.808 2.595 -3.513 -0.107
C -3.163 1.005 -3.417 0.155
O -4.233 1.094 -3.821 -0.132
C -2.402 1.677 0.472 0.097
O -3.145 2.435 0.889 -0.123
C -0.232 -1.762 -2.673 0.259
O -0.040 -2.552 -3.474 -0.150
H -0.784 -1.166 0.408 -0.178
C 3.703 -0.246 0.868 -0.794
N 2.501 0.084 1.639 -0.218
C 1.278 0.370 1.127 0.803
N 0.287 0.627 2.044 -0.167
O 1.163 0.495 -0.147 -0.844
H 3.469 -0.583 -0.170 0.273
H 4.200 -1.054 1.429 0.315
H 4.376 0.631 0.886 0.281
H 2.492 0.047 2.651 0.169
H -0.625 1.003 1.784 0.013
H 0.585 0.541 3.038 0.188

# 6
15
Properties=species:S:1:pos:R:3:mulliken_charge:R:1 method="wB97M-V/def2-TZVPD" smiles=c1ccncc1.C#C relative_energy_kcal_mol=83.52 e_tot_ha=-325.5256 charge=0
C 2.972 0.375 0.592 -0.201
C 3.173 -0.540 -0.110 -0.394
C -1.327 -1.411 0.145 -0.214
C -2.282 -0.355 0.315 -0.316
C -1.740 0.993 0.040 -0.271
C -0.588 1.172 -0.470 -0.782
C 0.243 -0.018 -0.396 -0.271
H 2.647 1.302 1.055 0.346
H 3.490 -1.334 -0.829 0.349
H -1.795 -2.357 0.209 0.365
H -3.248 -0.671 0.648 0.372
H -2.403 1.792 0.384 0.326
H -0.213 2.095 -0.727 0.450
H 1.204 0.202 -0.541 0.738
N -0.133 -1.245 -0.317 -0.496

Please write out number 4 again, unchanged.
20
Properties=species:S:1:pos:R:3:mulliken_charge:R:1 method="wB97M-V/def2-TZVPD" smiles="N#CC[C@H](OC=C=N)[C@@H](O)C(=O)I" e_tot_ha=-903.7285 charge=0
C -1.577 -1.191 1.141 0.394
C 1.457 -1.139 1.697 0.051
C -1.714 0.124 1.028 -0.477
C 0.393 1.313 -0.962 0.054
C 0.514 0.904 0.536 0.207
C -0.778 0.789 -1.800 0.118
C 1.155 -0.512 0.484 -0.902
N -1.631 -2.272 0.581 -0.370
N 1.507 -1.603 2.729 -0.482
O -0.646 1.032 1.259 -0.434
O 1.678 1.038 -1.477 -0.521
O -1.864 1.257 -2.038 -0.457
I -0.232 -0.936 -3.046 -0.029
H -2.687 0.528 1.283 0.346
H 0.270 2.376 -0.985 0.443
H 1.306 1.375 1.046 0.533
H 2.066 -0.277 -0.005 0.608
H 0.575 -1.130 -0.176 0.296
H 1.857 1.538 -2.351 0.346
H -1.652 -3.215 1.056 0.276